No. 1
Density functional theory data (ωB97M-V/def2-TZVPD) for C43H60GeN7P3Ru as an isolated structure at a distorted geometry.

Net charge = +2
Multiplicity = 5
Total energy = -5253.1751 Ha
Gap between HOMO and LUMO (alpha / beta) = 6.889 / 3.556 eV
Highest occupied orbital energy (alpha / beta) = -11.896 / -12.054 eV

The geometry in XYZ format:
```
115
Properties=species:S:1:pos:R:3:forces:R:3
Ru -0.0664 -0.0498 -1.3685 -0.424 0.531 0.168
C -3.5068 -1.6324 0.1930 0.333 0.063 0.135
C -2.8765 -2.4376 -0.9525 0.590 0.426 0.071
C -3.2748 -3.9133 -0.9152 -0.420 0.133 1.025
P -0.9985 -2.1891 -0.9324 -0.225 -0.662 -0.326
C -0.5945 -2.8307 0.7569 -0.165 0.106 -0.267
N -0.2748 -1.7850 1.7173 0.588 -0.819 0.669
Ge -0.0812 0.0876 0.9911 -0.071 0.104 -0.486
N 1.7923 0.8056 1.4668 0.656 0.428 1.419
C 2.7538 1.0460 0.4084 -0.552 -1.145 -0.700
P 2.3302 0.0869 -1.1342 -0.505 -0.416 0.146
C 3.1348 1.0486 -2.4319 0.487 0.562 0.058
C 3.2270 0.2391 -3.7084 0.513 0.401 -0.898
C 2.4579 2.3905 -2.6733 0.133 0.685 0.401
C 3.4382 -1.4216 -1.0315 -0.763 0.561 0.407
C 3.0817 -2.2054 0.2281 -0.311 0.394 0.269
C 4.9136 -1.1049 -1.0577 0.569 0.321 -0.560
C 2.0839 1.3826 2.6508 -0.283 -0.225 -0.535
C 3.1845 2.2510 2.9146 0.168 -0.504 -1.353
C 3.1039 3.0722 3.9760 0.050 0.749 1.334
C 1.9987 3.0497 4.8912 0.398 0.520 -0.123
C 0.9785 2.1154 4.7275 0.127 -0.059 0.353
C 1.1121 1.2369 3.6810 -0.860 -0.047 -0.010
N 0.2122 0.1687 3.4801 -0.167 -0.480 -0.231
C 0.7388 -1.1173 3.7327 0.425 -0.585 -0.087
C 1.6436 -1.3767 4.7346 0.094 0.682 0.453
C 2.0780 -2.6706 4.9845 -0.738 -0.356 -0.657
C 1.4850 -3.7389 4.2797 0.304 0.050 0.134
C 0.6610 -3.5141 3.2284 -0.735 0.305 -0.498
C 0.3333 -2.1803 2.8478 -0.213 1.160 -0.069
C -1.1645 0.2945 3.8696 -1.093 0.606 0.266
C -1.6446 0.0008 5.1433 1.106 -0.698 0.117
C -2.9879 0.1074 5.4444 -0.404 -0.152 0.435
C -3.8478 0.5504 4.4449 -0.878 0.071 0.436
C -3.3940 0.9184 3.2031 0.447 0.026 0.236
C -2.0443 0.7957 2.9018 0.311 -0.013 -0.302
N -1.5239 1.1065 1.6616 1.577 -0.818 -0.145
C -2.3225 1.7519 0.6710 -0.238 1.036 -0.052
P -1.5306 1.8757 -0.9985 -0.231 -0.856 -0.040
C -2.9672 1.9358 -2.1765 -0.435 -0.412 0.140
C -3.6887 0.5837 -2.4065 0.400 0.849 0.437
C -4.0011 2.9921 -1.7453 0.262 0.696 -0.619
C -0.9376 3.6022 -0.9715 0.226 0.034 -0.264
C -0.6420 4.1503 -2.3706 -0.243 0.435 0.158
C 0.2671 3.7177 -0.0550 0.190 0.046 0.816
C -0.3915 -3.5513 -2.0963 -1.089 -0.547 0.095
C 0.2940 -4.7831 -1.4873 0.176 0.234 1.059
C 0.4537 -2.9508 -3.1834 -0.153 0.181 -0.995
H -4.5685 -1.4639 0.0020 0.045 -0.150 0.142
H -3.0402 -0.6518 0.3554 -0.059 -0.256 -0.332
H -3.3809 -2.1542 1.1422 -0.247 -0.156 0.081
H -3.1999 -1.9743 -1.8917 0.105 -0.321 0.069
H -2.8679 -4.4313 -0.0168 -0.220 0.271 -0.546
H -2.9607 -4.4461 -1.7923 0.018 -0.306 -0.317
H -4.3719 -3.9981 -0.8404 0.369 0.053 -0.076
H 0.2023 -3.5759 0.7214 0.000 0.199 -0.201
H -1.4935 -3.3542 1.0483 -0.268 -0.231 0.528
H 3.7594 0.8168 0.7319 0.273 -0.108 0.123
H 2.7045 2.0703 0.1030 0.105 0.804 -0.095
H 4.1428 1.2182 -2.0172 -0.081 0.143 -0.382
H 2.2892 -0.1804 -4.0111 -0.779 -0.291 -0.010
H 3.9388 -0.5685 -3.6469 0.234 -0.279 0.035
H 3.5289 0.8667 -4.5696 0.000 -0.149 0.549
H 1.3820 2.3068 -2.8373 0.249 -0.354 -0.226
H 2.9168 2.9006 -3.5337 -0.180 -0.172 0.260
H 2.5579 3.0609 -1.8001 0.163 -0.183 -0.436
H 3.1715 -2.0196 -1.9065 0.040 -0.003 0.039
H 3.4207 -1.6916 1.1520 -0.129 -0.137 -0.459
H 3.5992 -3.1641 0.1933 -0.316 -0.166 0.131
H 1.9808 -2.2990 0.2821 0.512 -0.386 0.110
H 5.2206 -0.2915 -0.3932 -0.140 -0.209 0.223
H 5.2663 -0.7957 -2.0509 -0.082 -0.277 0.242
H 5.4406 -2.0120 -0.7662 0.273 0.078 -0.028
H 4.0269 2.3011 2.2093 -0.496 0.087 0.506
H 3.9256 3.7697 4.1386 -0.318 -0.087 0.133
H 1.9970 3.7762 5.7154 -0.090 -0.465 -0.386
H 0.1160 1.9786 5.4006 0.664 0.366 -0.253
H 1.9543 -0.5548 5.3812 0.111 -0.217 -0.203
H 2.8060 -2.9000 5.7240 0.390 0.074 0.620
H 1.6813 -4.7523 4.5683 0.246 -0.305 0.110
H 0.1864 -4.3150 2.6899 0.130 -0.302 -0.012
H -0.9007 -0.3880 5.8551 -0.564 0.205 -0.050
H -3.3857 -0.1599 6.4348 0.361 0.157 -0.579
H -4.9276 0.6307 4.6112 0.471 -0.061 0.218
H -4.0730 1.3234 2.4883 -0.365 0.113 -0.380
H -2.5276 2.7837 1.0042 -0.161 -0.224 -0.141
H -3.2729 1.2569 0.5291 -0.463 -0.137 -0.099
H -2.5124 2.1809 -3.1367 0.050 0.349 0.007
H -4.3552 0.3674 -1.5786 0.130 -0.335 0.322
H -2.9858 -0.2067 -2.6187 0.165 -0.240 0.109
H -4.3350 0.6643 -3.2584 -0.274 0.243 -0.631
H -4.5543 2.6666 -0.8702 0.043 0.006 0.292
H -4.7527 3.1193 -2.5368 0.261 -0.089 0.077
H -3.5673 4.0020 -1.5721 -0.302 -0.706 -0.039
H -1.7685 4.1304 -0.5192 -0.190 0.341 -0.022
H 0.0999 3.5736 -2.8913 0.130 -0.413 -0.227
H -0.1895 5.1332 -2.2670 -0.116 0.259 0.033
H -1.5149 4.2484 -3.0236 0.062 -0.064 0.237
H 1.0855 3.1730 -0.4927 0.326 -0.228 -0.142
H 0.1041 3.2989 0.9598 -0.132 0.195 -0.439
H 0.6153 4.7491 0.0787 -0.285 -0.083 -0.129
H -1.3532 -3.9057 -2.5573 0.962 0.412 0.208
H 1.2133 -4.4583 -0.9642 -0.222 -0.258 -0.175
H 0.6003 -5.5156 -2.2336 -0.087 0.246 -0.273
H -0.3208 -5.3486 -0.7627 0.100 0.404 -0.251
H 1.3905 -2.5052 -2.8778 0.183 0.156 0.500
H -0.1007 -2.1883 -3.7388 0.145 -0.128 0.007
H 0.7313 -3.7401 -3.8732 -0.022 -0.132 -0.311
N -0.4067 0.3087 -3.3440 0.533 0.084 -0.821
C -0.4030 0.7778 -4.4227 -0.207 -0.449 0.780
C -0.5142 1.3429 -5.6509 -0.295 0.433 -0.361
C -1.6587 2.1520 -5.8792 -0.971 0.268 0.398
N -2.6500 2.7513 -5.9097 0.673 -0.269 -0.021
C 0.4906 1.2338 -6.6335 0.357 -0.121 0.247
N 1.3716 1.1653 -7.3667 0.247 -0.099 -0.304
```
Forces are in eV/Å.

***

No. 2
Density functional theory data (ωB97M-V/def2-TZVPD) for C43H61I2N6OPSZr as an isolated structure at a distorted geometry.

Net charge = +2
Relative energy (zero: lowest compared OMol25 entry of this formula, charge and spin) = 524.1 kJ/mol
Total energy = -3460.5786 Ha
Gap between HOMO and LUMO = 5.779 eV
Highest occupied orbital energy = -11.931 eV

The geometry in XYZ format:
```
116
Properties=species:S:1:pos:R:3:forces:R:3
Zr 1.1909 0.1476 0.1618 0.755 2.338 -0.139
C 3.4699 3.3099 0.4494 -0.069 0.044 -0.008
C 2.3409 3.9816 1.2271 0.025 -0.235 -0.295
C 1.2916 3.0320 1.7288 0.556 -0.569 0.213
C 0.0229 3.4524 2.2078 -0.520 -0.826 0.338
C -0.4690 4.8538 2.3444 -0.166 0.054 -0.156
C -1.8607 5.0970 1.7588 0.169 0.091 0.025
C -0.6882 2.2718 2.4435 1.003 0.390 0.106
C -1.9926 1.9308 2.0181 -0.602 -0.566 -0.864
C -2.1526 1.1012 0.9230 -0.190 0.751 1.087
C -3.4527 0.8866 0.3318 0.098 -0.045 -0.589
C -4.7457 1.1882 1.0043 -0.026 -0.126 0.088
C -5.0003 0.2470 2.1851 -0.088 0.121 -0.110
C -3.2396 0.3614 -0.9104 -0.219 0.190 0.525
C -1.8133 0.1776 -1.0441 0.095 0.060 0.642
C -1.2861 -0.5028 -2.1712 0.622 -0.620 -0.352
C -0.1906 -1.3418 -2.1485 -0.972 0.353 0.217
N 0.5562 -1.4706 -1.0090 -0.227 -0.617 -0.498
C 1.1847 -2.6846 -1.0573 -0.306 -0.327 0.888
C 1.6084 -3.3090 0.1092 -0.022 0.214 -0.733
C 1.2780 -2.7366 1.3546 -0.382 0.464 0.174
N 1.0414 -1.4173 1.5011 0.023 -1.209 0.182
C 0.4041 -1.2139 2.7100 -0.497 0.816 0.560
C -0.0864 0.0308 3.0116 0.100 -1.578 0.536
C 1.4314 1.6337 1.8087 0.050 0.950 0.264
N 0.2133 1.1920 2.3255 -0.709 0.853 -0.194
C 0.2986 -2.5017 3.3861 0.198 -0.144 -0.178
C 0.8851 -3.4320 2.5630 -0.030 0.503 0.346
C 1.0120 -4.9055 2.7430 -0.194 0.042 -0.020
C -0.1350 -5.6593 2.0646 0.171 0.008 0.106
C -0.3664 -2.7251 4.7014 -0.167 0.012 -0.076
C -1.8967 -2.7254 4.5856 0.170 -0.014 0.081
C 1.0070 -3.2532 -2.3848 -0.213 0.503 -0.555
C 0.1476 -2.4288 -3.0618 0.605 -0.497 0.278
C -0.4235 -2.6313 -4.4224 -0.027 0.149 -0.027
C -0.3217 -1.4073 -5.3344 -0.007 -0.200 -0.004
C 1.6018 -4.5392 -2.8392 -0.238 -0.114 0.066
C 0.6291 -5.7054 -2.6436 0.155 0.033 -0.061
N -1.1464 0.6157 0.0623 0.450 -0.640 -0.934
C -4.2627 0.0178 -1.9390 0.064 0.163 -0.068
C -4.3623 1.1120 -3.0053 -0.130 -0.227 0.069
H 4.1449 4.0677 0.0561 0.073 -0.001 -0.041
H 3.0823 2.7282 -0.3945 0.160 0.173 0.224
H 4.0495 2.6432 1.0869 -0.003 0.009 -0.024
H 1.8593 4.7197 0.5792 0.056 0.066 0.037
H 2.7631 4.5387 2.0686 -0.076 0.049 0.028
H 0.2430 5.5322 1.8759 0.046 -0.008 0.021
H -0.4927 5.1091 3.4072 0.109 0.028 -0.017
H -1.9315 4.6964 0.7481 -0.062 -0.012 -0.098
H -2.0622 6.1639 1.7208 -0.071 0.072 -0.023
H -2.6316 4.6426 2.3722 -0.144 -0.064 0.034
H -2.8606 2.4464 2.3915 -0.217 -0.006 0.039
H -5.5568 1.0913 0.2837 -0.024 0.097 0.006
H -4.7571 2.2207 1.3630 -0.005 0.044 -0.083
H -5.0353 -0.7859 1.8480 -0.008 -0.117 0.002
H -5.9530 0.4939 2.6455 -0.052 -0.059 0.121
H -4.2133 0.3370 2.9310 0.011 -0.016 0.089
H -1.9479 -0.5725 -3.0218 0.050 0.011 -0.074
H 1.9635 -4.3267 0.0614 -0.023 -0.089 0.013
H -0.7762 0.1567 3.8391 0.163 -0.045 -0.014
H 1.0097 -5.1390 3.8068 0.130 -0.059 0.029
H 1.9638 -5.2395 2.3264 0.071 -0.041 0.095
H -1.0868 -5.3613 2.4947 -0.143 -0.016 0.037
H -0.0017 -6.7271 2.2110 -0.095 -0.125 -0.061
H -0.1677 -5.4492 0.9977 -0.021 -0.018 -0.105
H -0.0720 -1.9407 5.4041 0.105 -0.122 0.005
H -0.0422 -3.6875 5.1008 0.045 0.114 0.109
H -2.2601 -1.7990 4.1453 -0.063 0.082 -0.035
H -2.3284 -2.8294 5.5773 -0.132 -0.015 0.029
H -2.2417 -3.5505 3.9681 -0.045 -0.067 -0.062
H -1.4757 -2.9201 -4.3182 0.059 -0.077 -0.059
H 0.1004 -3.4584 -4.9017 -0.115 -0.124 0.056
H -0.8605 -0.5537 -4.9309 0.006 0.114 -0.009
H -0.7472 -1.6586 -6.3012 -0.066 0.081 -0.138
H 0.7184 -1.1278 -5.4868 0.016 0.085 0.031
H 2.5186 -4.7365 -2.2821 0.108 0.050 -0.106
H 1.8564 -4.4598 -3.8981 0.118 0.009 0.060
H 0.3960 -5.8560 -1.5916 -0.026 -0.019 0.093
H 1.0705 -6.6159 -3.0358 -0.029 -0.175 0.002
H -0.3011 -5.5159 -3.1707 -0.140 -0.024 -0.072
H -5.2315 -0.0936 -1.4533 -0.007 -0.110 -0.042
H -4.0233 -0.9388 -2.4035 -0.051 -0.071 0.007
H -4.7147 2.0359 -2.5523 0.006 0.146 -0.010
H -5.0690 0.8193 -3.7758 -0.067 0.050 -0.143
H -3.3963 1.2938 -3.4748 0.100 0.054 -0.058
S 1.4129 1.6779 -2.0581 0.664 -0.171 -0.355
C 0.3693 2.7809 -2.8293 -0.557 -0.147 0.579
N -0.7980 3.1289 -2.2909 0.079 -0.003 -0.188
C -1.7084 4.0488 -2.9539 -0.161 0.273 -0.271
C -1.5283 3.9292 -4.4648 0.150 0.065 0.119
C -0.0622 4.1497 -4.8214 -0.383 0.339 -0.161
N 0.7539 3.2761 -3.9978 0.131 -0.115 -0.013
H -1.0644 2.7051 -1.4114 0.218 -0.031 -0.117
H -1.4912 5.0712 -2.6285 -0.101 -0.028 -0.013
H -2.7305 3.8031 -2.6628 0.091 -0.006 0.017
H -2.1527 4.6600 -4.9733 -0.009 0.005 -0.021
H -1.8265 2.9319 -4.7906 -0.084 -0.027 -0.017
H 0.2271 5.1932 -4.6554 -0.039 -0.095 -0.035
H 0.1265 3.9116 -5.8710 -0.017 0.018 0.148
H 1.6420 2.9604 -4.3611 -0.055 -0.052 0.201
C 5.9490 0.1900 1.4822 -0.571 -0.156 0.160
P 4.2573 -0.1523 2.0565 0.209 -0.069 0.502
C 3.8818 0.9782 3.4424 0.145 -0.345 -0.447
C 4.1585 -1.8097 2.7997 0.111 0.528 -0.304
O 3.3288 -0.0857 0.8411 0.029 -0.172 -0.437
H 6.6512 0.2002 2.3094 0.068 -0.032 0.153
H 5.9710 1.1586 0.9845 -0.081 0.052 0.020
H 6.2486 -0.5707 0.7629 -0.024 -0.073 -0.001
H 4.6435 0.8132 4.2001 0.192 -0.107 0.103
H 2.9087 0.7488 3.8704 -0.027 -0.068 -0.070
H 3.9013 2.0249 3.1583 -0.015 0.027 -0.143
H 4.8701 -1.9141 3.6114 0.163 0.039 0.134
H 4.3597 -2.5684 2.0484 0.033 -0.052 -0.124
H 3.1540 -1.9568 3.1928 -0.061 0.042 0.023
I 3.6983 -0.6749 -1.6907 0.860 -0.138 -0.664
I 3.6230 -1.0516 -4.3554 -0.013 0.097 0.396
```
Forces are in eV/Å.